(1)
Density functional theory data (ωB97M-V with the def2-TZVPD basis set) for a 2-piece molecular cluster, C7H16OSi overall at a distorted geometry.

Values from the calculation:
Expectation value of S² ... 2.01
Spin multiplicity ... 3
ΔE to the lowest compared entry with this formula, charge and spin ... 6.8 kcal/mol
Kohn-Sham gap (alpha / beta) ... 0.1969 / 0.2957 Eh
Charge ... 0

CARTESIAN COORDINATES (ANGSTROEM)
H: 0.2289 -0.7837 -2.7130
H: -3.8458 0.5919 1.5600
H: 3.1671 -2.3674 -0.7428
H: -2.0580 2.5967 -0.6005
H: 4.0420 -0.7734 -0.8403
H: 4.1390 -1.9648 -2.1793
H: 3.9114 0.6112 -2.7312
H: 2.4933 0.4223 -3.8555
Si: -0.7990 0.9838 1.9699
H: -3.9782 -1.0838 2.2411
C: -3.5581 -0.1103 2.3684
C: -2.3009 2.8194 0.4945
H: 0.9392 -2.0572 -1.5923
C: -2.0789 -0.1766 2.3695
C: 2.3217 -0.8032 -2.0533
C: 2.8187 0.4160 -2.7977
H: 0.6133 1.0174 2.1489
H: -3.2866 2.3036 0.7476
H: 2.4539 1.3296 -2.2751
C: 3.4258 -1.4883 -1.2983
O: -1.2139 2.3436 1.2053
C: 1.0663 -1.1568 -2.1494
H: -2.3704 3.8304 0.7890
H: -1.6806 -1.1557 2.5406
H: -3.9403 0.3980 3.2853

Cartesian forces, eV/Å:
H 0.2632 0.4702 -0.1639
H -0.3387 -0.6638 0.2641
H -0.3491 -0.0655 0.7776
H -0.7548 0.9022 1.1556
H 0.7532 0.7178 1.1305
H -1.4902 1.2090 1.9934
H -0.4846 -0.7268 -0.3208
H 0.1951 0.1315 0.5968
Si 0.9971 1.5108 -0.2958
H -0.5174 -0.4459 -0.0154
C 0.5311 2.0618 0.0929
C -0.7352 -2.1485 -1.3435
H -1.0732 -0.6818 0.3397
C -1.0716 -1.8755 0.4554
C 1.4593 1.7032 -0.9162
C 0.3679 1.3814 0.2652
H 0.5635 -0.3605 0.4363
H 1.2102 0.5956 -0.2848
H -0.2716 -0.4635 -0.5393
C 0.7474 -2.0432 -3.9779
O 0.3940 0.1509 0.2711
C -0.1305 -1.6299 0.8215
H -0.4106 1.3728 -0.4648
H 0.1280 -0.6594 -0.0254
H 0.0174 -0.4428 -0.2525

(2)
Density functional theory data (ωB97M-V with the def2-TZVPD basis set) for C7H17AgFNO8P as an isolated structure at a distorted geometry.

Values from the calculation:
Spin multiplicity ... 1
Kohn-Sham gap ... 0.1894 Eh
Charge ... -1

CARTESIAN COORDINATES (ANGSTROEM)
H: -0.2252 5.9578 -0.9158
C: 0.1720 5.1338 -1.5086
H: 3.0169 -3.3976 -2.3810
H: 4.3772 -5.0038 -0.2726
C: -3.3777 3.1724 -0.1569
H: 4.4911 -3.3582 -0.4270
C: -1.9302 1.5291 -2.5614
O: -0.2317 1.7751 0.4087
H: 3.2665 -3.2739 1.4985
O: -1.7404 0.0954 4.9985
H: -2.0770 1.9613 -3.5512
C: 2.8210 -4.1699 -1.6372
H: 2.7063 -5.1207 -2.1577
H: -4.0787 3.5442 -0.9042
H: -0.4910 4.9506 -2.3542
H: 2.6670 -4.8330 1.3379
H: 1.0190 -4.9279 -0.9461
C: 3.7314 -4.1399 -0.4298
O: -3.1394 1.2579 6.2112
F: 1.3712 -3.1854 5.1853
O: -0.7476 2.2380 -2.1014
H: -1.8221 0.4483 -2.6518
Ag: 0.7320 -1.0499 2.8068
P: -0.6485 2.8252 -0.5715
H: -2.8200 1.8058 -1.9959
O: -3.2720 1.0668 4.1017
H: -3.7316 3.3909 0.8507
N: -2.8181 0.7682 5.1380
C: 1.4523 -3.9327 -1.0452
H: 1.0410 5.3937 -2.1130
H: 0.7478 -3.3663 -1.6543
O: -2.0151 3.6548 -0.2807
H: -3.3528 2.0827 -0.1603
C: 2.8132 -3.9258 0.7517
O: 1.6082 -3.3551 0.2326
O: 0.4850 3.9880 -0.7438

Cartesian forces, eV/Å:
H 0.2550 -0.1411 0.0926
C 0.0954 0.4034 -1.5063
H 0.4346 -0.0309 0.0631
H -0.4183 -0.4747 -0.2080
C 0.5807 -1.1828 1.1884
H -0.3319 0.4619 -0.5081
C 0.0805 1.2356 -0.5842
O -0.8370 1.7110 -1.3628
H -0.2563 0.4601 -0.1490
O 0.6542 -1.2707 1.8520
H -0.1478 -0.3517 -0.1770
C -0.4242 0.3691 -0.9449
H 0.7393 -0.0611 -0.0477
H 0.5382 0.2798 -0.1690
H -0.7687 -0.4625 0.3948
H -0.6500 -0.3738 -0.3343
H -0.4436 -0.1834 0.3359
C 1.3584 -0.1069 0.3926
O -0.9445 -0.2413 1.2927
F 0.0203 0.6756 -1.0911
O -0.4572 0.2542 1.2819
H 0.3607 0.1390 0.3930
Ag -0.3477 -0.6422 1.2396
P 0.6355 -1.1573 0.4563
H 0.2737 -0.3438 0.0268
O -4.7793 1.9754 -4.6817
H 0.0883 0.4505 -0.1119
N 5.3147 -0.4468 1.0934
C -0.9244 -0.6307 0.2439
H 0.5521 0.3710 0.7896
H 0.2186 0.3418 0.1244
O 0.8184 -0.0714 -0.7578
H -0.2047 0.0022 -0.1565
C 0.1584 0.2037 0.9326
O 0.4928 0.1542 0.2592
O -1.7341 -1.3155 0.3374

(3)
Density functional theory data (ωB97M-V with the def2-TZVPD basis set) for C7H17AlO5PS as an isolated structure at a distorted geometry.

Values from the calculation:
Spin multiplicity ... 1
Kohn-Sham gap ... 0.2507 Eh
Charge ... -1

CARTESIAN COORDINATES (ANGSTROEM)
Al: 1.1176 3.1926 1.4227
H: 1.1575 -5.1393 -1.9974
H: 2.4700 3.2490 2.2830
C: -3.0815 1.6513 1.0236
C: -0.8431 1.3454 0.3620
O: -3.7787 1.6230 2.0121
C: 0.1754 1.3808 1.4849
C: 0.1100 -2.2312 -0.5499
C: 1.7398 -3.0991 -2.4866
O: -2.1296 0.7515 0.7664
O: -0.8245 4.5517 3.7401
P: -0.5157 4.7321 2.2723
O: 0.1200 -1.0609 -2.9096
H: -0.8701 -3.7669 -1.7048
H: 1.3695 -3.2709 -3.4950
H: -1.7191 4.5544 1.5188
S: 1.0427 -1.5404 -1.9124
H: 0.7228 -2.1367 0.3454
H: 1.3427 3.6094 -0.1314
H: 2.8223 -3.0095 -2.5005
O: 2.0947 -0.7030 -1.4061
H: -0.8143 -1.6706 -0.4285
H: 1.9664 -4.2833 -0.6915
C: -0.0961 -3.6918 -0.9381
H: -1.0461 2.3342 -0.0329
H: -0.1862 6.0834 1.9500
H: 0.9061 0.5960 1.3444
H: -0.4696 0.7129 -0.4268
H: -0.4111 -4.2881 -0.0834
H: -0.3412 1.3030 2.4333
H: -3.2786 2.3924 0.2413
C: 1.2480 -4.1715 -1.5055

Cartesian forces, eV/Å:
Al 0.2659 -0.4211 -0.3197
H 0.0084 -0.0116 -0.0055
H 0.0025 0.0899 0.1156
C -0.9787 -0.2928 1.1590
C 0.2273 -0.3324 0.2527
O 0.4172 -0.2135 -0.8333
C -0.1931 0.9859 -0.3878
C -0.1567 -0.2102 0.0695
C 0.0285 -0.3508 0.0530
O 0.1622 0.2190 0.1823
O -0.0281 0.2392 0.1382
P 0.1359 -0.6648 0.5905
O 0.0302 0.0511 -0.0756
H -0.0231 0.0164 0.0085
H -0.0521 0.0849 -0.0120
H 0.0428 0.3938 -0.2761
S -0.0083 -0.0522 0.2166
H 0.0195 0.0703 0.0034
H -0.0653 0.0493 -0.0131
H 0.0112 0.1166 -0.0361
O 0.0251 0.1185 -0.1204
H 0.0465 0.1067 -0.0163
H 0.0026 0.0250 0.0174
C 0.0734 0.0248 -0.0832
H -0.2427 0.2206 -0.2877
H -0.2702 0.0501 -0.2113
H 0.0992 -0.4157 0.2641
H -0.0159 -0.0008 -0.5511
H -0.0106 -0.0023 0.0119
H 0.0335 -0.1746 0.3565
H 0.4492 0.2342 -0.2142
C -0.0365 0.0464 0.0043

(4)
Density functional theory data (ωB97M-V with the def2-TZVPD basis set) for one molecule with the formula C7H17BrOSi at a distorted geometry.

Values from the calculation:
Expectation value of S² ... 2.01
Spin multiplicity ... 3
Kohn-Sham gap (alpha / beta) ... 0.1828 / 0.2691 Eh
Charge ... 0

CARTESIAN COORDINATES (ANGSTROEM)
H: 1.4524 -0.4762 -3.2685
O: 0.8569 0.9145 -1.6516
H: -1.2105 2.4403 -0.9916
H: 1.1557 -2.6915 1.2504
C: 1.7186 0.4987 -2.6854
H: -0.1207 0.7108 2.6861
H: -0.4757 2.4467 2.8895
C: -0.5405 -1.5493 0.1832
H: -1.5855 -1.4897 0.5412
H: 1.7093 1.3198 -3.5572
C: -1.4223 2.3512 0.0354
H: 0.6994 -2.6506 -1.4336
C: -0.5517 1.5811 2.2324
H: -0.5886 -3.2147 1.4197
C: 0.0854 -2.3217 1.3431
H: -1.8640 3.2586 0.4731
H: 0.0567 -1.7956 2.1872
H: -2.0929 1.4682 0.0854
H: -0.8621 -1.8899 -1.8737
Br: 2.7006 -0.0132 0.7435
H: 0.4516 2.7392 0.8452
H: -0.8067 -3.3398 -0.9002
H: -1.6000 1.4066 2.1164
Si: 0.6453 0.4301 -0.0987
H: 2.7443 0.3484 -2.2857
C: -0.3384 -2.4077 -1.0864
C: -0.2167 1.9256 0.8008

Cartesian forces, eV/Å:
H -0.1039 1.4222 1.4663
O -0.3625 0.2351 -1.0198
H 0.2652 0.6877 -1.3510
H -1.2938 0.5125 -0.3969
C 0.5372 0.2655 -2.5673
H 0.6204 -0.3801 0.1424
H 0.2776 -0.0657 0.0872
C -1.5615 -6.0733 0.9961
H -0.0946 0.8522 -0.9263
H 0.1670 -1.6038 2.1359
C -1.0434 -1.1050 0.7511
H -0.6296 0.6541 0.6953
C -1.0740 0.5156 -0.1325
H 0.5936 0.5339 0.2559
C 1.2469 -2.1097 -3.0986
H -0.1331 -0.3545 -0.3060
H -0.3202 2.0366 3.7976
H -0.4107 0.7869 0.0530
H -0.1539 -0.1964 -0.7811
Br 1.1344 0.2206 0.4840
H 1.4740 0.8602 -0.4246
H -0.6483 -1.0124 0.1659
H -0.9811 -0.5454 0.8298
Si 1.5927 1.9959 -0.3199
H -0.5341 0.2711 -0.3734
C 0.5184 2.2591 -0.2783
C 0.9172 -0.6628 0.1152

(5)
Density functional theory data (ωB97M-V with the def2-TZVPD basis set) for C7H17ClN3O3 as an isolated structure at a distorted geometry.

Values from the calculation:
Spin multiplicity ... 1
ΔE to the lowest compared entry with this formula, charge and spin ... 0.0 kcal/mol
Kohn-Sham gap ... 0.3266 Eh
Charge ... -1

CARTESIAN COORDINATES (ANGSTROEM)
Cl: 0.7892 0.9279 3.6151
H: -0.1013 0.2834 0.5425
H: 0.5152 -2.6606 1.5236
C: 1.8775 -0.6579 -0.9870
H: 0.1939 3.3724 3.0391
C: -0.5507 -0.2677 -0.3754
C: -1.9016 0.2481 -0.9019
O: -0.7028 2.3306 1.4835
C: 0.6961 1.4483 -1.7456
H: 2.4251 0.0686 -0.5226
C: -0.1627 -1.9121 1.5060
N: -1.4159 -2.3543 -1.7862
H: 0.1148 -0.9000 2.0465
H: -0.0689 1.7926 -2.4180
N: -0.5572 -1.6404 0.0821
H: -1.5558 2.0442 -0.0504
H: -1.0627 -2.3262 2.0654
H: 1.6813 1.6640 -2.0816
H: -1.2930 2.2568 3.5412
N: -0.8872 -2.6548 -0.6831
H: 1.6111 -1.4511 -0.2901
O: -1.8188 1.6342 -0.8597
C: 0.5376 -0.0164 -1.4696
H: 2.2514 -1.1962 -1.8179
H: -1.7017 -3.2578 -2.1129
O: -0.6902 -3.8512 -0.2674
H: -2.7640 -0.1672 -0.1987
H: 0.2466 -0.7197 -2.2833
C: -0.4993 2.4963 2.6794
H: 0.6358 1.9738 -0.7354
H: -2.2986 -0.0557 -1.9028

Cartesian forces, eV/Å:
Cl 0.3681 -0.3139 0.0491
H -1.6921 -0.4469 -1.4900
H 2.6243 -2.0311 0.1971
C -3.3221 -1.3491 -0.3959
H -0.8321 -1.4838 -0.5701
C 1.2515 0.6603 -0.5935
C -1.9281 -0.3067 2.5161
O -0.0874 -0.1623 -0.1807
C -0.2876 0.3657 1.5500
H 2.1105 1.5645 1.0043
C -3.5749 3.0831 0.5529
N -0.3540 -0.1643 -0.5003
H -0.2061 -2.2187 -1.2516
H -0.0691 0.5502 -0.1178
N 0.8273 0.0860 2.6411
H 0.4498 -0.2759 1.5811
H 0.8390 0.5448 -0.6776
H 0.8875 0.1205 -0.8219
H 1.2337 0.3161 -1.8956
N -0.0341 -0.9991 0.5572
H 0.3656 0.0917 0.2902
O -1.6530 0.5575 -2.3250
C 0.1985 -2.6553 0.6542
H 1.3409 0.0216 -0.8335
H -0.0511 -0.5944 -0.7662
O -0.2328 1.3902 -0.0736
H 1.4575 0.7026 -0.9028
H -0.0991 1.2942 -0.1707
C -0.6394 1.7993 2.6717
H -0.1556 -0.3808 -1.3690
H 1.2643 0.2340 0.6705

(6)
Density functional theory data (ωB97M-V with the def2-TZVPD basis set) for C7H17FO7P2Si2 as an isolated structure at a distorted geometry.

Values from the calculation:
Spin multiplicity ... 1
Kohn-Sham gap ... 0.3101 Eh
Charge ... 0

CARTESIAN COORDINATES (ANGSTROEM)
C: -2.3793 -1.5626 0.7403
O: 1.7743 -3.7188 -1.6714
H: -0.5304 -1.2324 -3.5501
H: 3.4908 0.0873 0.6962
O: 2.6253 2.1475 1.8882
C: -0.1340 3.6427 -0.6191
H: 0.1551 3.0104 -1.4628
O: -1.4089 -1.4826 -3.9500
O: -1.9739 2.1410 -0.4802
H: -3.2629 -1.1137 3.0121
P: -2.5143 -1.2333 -2.6087
H: 2.7998 -5.3549 0.8822
H: 2.1887 0.9875 -0.3299
H: -1.2670 3.8464 1.9842
H: -2.9046 3.3796 1.4814
H: 2.7034 -3.9211 2.1141
O: 1.8525 1.0456 1.8002
H: -2.2074 4.8960 0.8756
H: 1.1089 -4.5477 1.3492
C: -1.4154 3.1242 -0.0233
O: 0.1470 -0.8890 -0.8880
C: 2.3657 0.3273 0.6121
Si: 1.2731 -1.2724 0.3792
C: 2.2402 -4.3716 1.1459
C: -1.9807 3.8653 1.1576
H: -0.2784 4.6633 -0.9802
H: -2.1788 0.7615 -1.6961
F: 0.5550 -1.6054 1.9220
H: 1.3334 -3.0115 -2.2005
H: 0.6615 3.6140 0.1290
P: 2.4722 -3.0303 -0.2182
H: -1.0335 -3.2947 -1.0056
Si: -1.3060 -1.8523 -0.8237
O: -2.6650 0.5084 -2.5331
H: 2.5800 2.6854 1.0474
C: -2.9269 -1.2610 1.9119

Cartesian forces, eV/Å:
C -2.5629 1.8704 6.7083
O -0.1525 1.3994 1.2847
H -0.9511 -0.2055 -1.1151
H -1.7176 0.4849 0.0807
O 2.0000 3.2932 0.2744
C 0.0609 -0.3430 -0.3664
H -0.0803 0.0859 0.1073
O 0.4619 0.6915 3.0583
O 0.3994 0.5787 0.5135
H 0.6146 -0.2895 -2.7435
P -0.8017 1.6431 -2.4069
H -1.0381 1.8733 0.3030
H 0.3412 -0.9537 1.4368
H 0.0347 0.1876 -0.0812
H 0.1564 0.0575 -0.0795
H -0.7394 -0.7283 -1.7303
O -0.4957 -2.5791 -2.5992
H 0.1805 0.0228 0.1174
H 2.0664 0.0424 -0.3266
C -0.3260 -0.6340 -0.2167
O -0.0243 -1.8393 2.4216
C -0.3368 -0.2138 -0.1711
Si -1.8128 0.9711 1.4263
C -0.8157 0.1069 0.5104
C -0.3757 -0.2798 0.0108
H 0.1316 0.0224 0.1797
H -0.6863 0.4986 -1.2333
F 1.0991 0.7146 -2.7809
H 0.4678 -0.7623 0.5864
H -0.0904 0.2371 0.0471
P 0.8613 -1.9462 -0.8716
H 0.1526 0.1309 0.2651
Si -0.1657 1.4545 0.5625
O 1.3540 -2.7738 1.4265
H -0.4445 -0.9709 0.8308
C 3.2355 -1.8479 -5.4291

(7)
Density functional theory data (ωB97M-V with the def2-TZVPD basis set) for a 2-piece molecular cluster, C7H17IP overall at a distorted geometry.

Values from the calculation:
Spin multiplicity ... 1
ΔE to the lowest compared entry with this formula, charge and spin ... 66.2 kcal/mol
Kohn-Sham gap (alpha / beta) ... 0.2474 / 0.2418 Eh
Charge ... +1

CARTESIAN COORDINATES (ANGSTROEM)
P: 0.4413 -0.0226 -0.5871
H: 0.3216 0.9901 2.4915
H: 0.0361 -2.6485 -1.4734
I: 4.4278 0.4919 0.9334
H: -1.8812 -0.9934 0.9853
H: -0.9294 0.9373 0.7116
C: -0.6019 0.0304 -2.1477
H: 0.4927 3.0070 -0.9358
C: 0.6671 -2.6991 -0.5213
C: 0.0624 -1.5801 0.3817
H: -1.5146 -2.6006 1.3512
C: 0.7804 1.6664 1.7396
C: -0.4201 2.7835 -0.2517
H: -1.6072 0.4176 -1.9068
H: 1.9214 1.4899 1.5566
H: 0.7100 -1.4931 1.2995
H: -1.1258 2.7223 -0.9797
C: -1.4168 -1.8673 0.6616
H: 1.8030 -2.6319 -0.5689
H: 0.7282 2.6778 2.2893
H: 0.4798 -3.6746 -0.1590
H: -1.9068 -2.1811 -0.1895
C: -0.0069 1.4779 0.4628
H: -0.4036 0.9662 -2.7616
H: -0.4699 3.7124 0.2972
H: -0.5876 -0.9782 -2.6788

Cartesian forces, eV/Å:
P -1.1571 0.7421 -0.2245
H 0.9993 0.0218 -0.2930
H 1.6349 -0.2096 0.7192
I -0.0261 -0.0664 -0.0689
H -1.0953 1.3852 0.8677
H -0.4883 0.1543 0.4272
C 0.1152 0.8174 -0.0347
H -1.0411 -0.0427 0.9912
C 0.1383 1.2596 -0.8750
C 1.5945 -0.5725 -0.1502
H -0.1274 -2.2561 2.3706
C 1.7149 0.2789 1.4468
C 5.3208 -0.0898 -0.9098
H -0.1739 -1.1184 0.5948
H -2.0745 0.0861 0.6029
H -0.8558 0.0496 -0.6340
H -2.7093 -0.4695 -1.5595
C 2.2111 2.2428 -0.9915
H -1.5338 0.1650 -0.6703
H -0.2175 -1.2138 -1.5359
H -0.4164 -0.9540 0.8396
H -0.9664 -0.6612 -2.0966
C -1.3447 0.5560 -0.3564
H 0.9808 -1.5403 0.2144
H -0.3980 -0.3118 0.8087
H -0.0841 1.7477 0.5172

(8)
Density functional theory data (ωB97M-V with the def2-TZVPD basis set) for an isolated ion of composition C7H17N and charge -1 at a distorted geometry.

Values from the calculation:
Expectation value of S² ... 0.75
Spin multiplicity ... 2
ΔE to the lowest compared entry with this formula, charge and spin ... 21.4 kcal/mol
Kohn-Sham gap (alpha / beta) ... 0.0836 / 0.3183 Eh
Charge ... -1

CARTESIAN COORDINATES (ANGSTROEM)
C: -1.2906 -1.3255 -2.1111
H: 0.8573 -0.8760 -1.1255
H: -2.0955 -1.9827 -2.4833
H: 1.1445 0.1616 2.3342
H: 0.1864 1.7013 2.5138
H: -0.8533 0.9784 0.5131
H: 2.5393 3.0969 0.4543
H: -1.9558 -3.3828 -0.1342
C: -1.1155 -2.7182 0.0903
C: -1.1075 -1.3582 -0.5867
H: 0.1040 1.4064 -1.0830
C: 1.4938 2.8029 0.3274
H: -0.4193 -1.6829 -2.6832
H: 1.9706 1.6618 2.5368
H: 0.7703 3.5056 0.7806
C: 1.0812 1.2318 2.0712
H: -0.2705 -3.3105 -0.3000
H: 1.3678 3.0309 -0.7573
N: 1.2231 1.4183 0.6548
C: 0.0583 0.9215 -0.1139
H: -1.8981 -0.7497 -0.1065
H: -1.5280 -0.2951 -2.3972
H: 0.5518 -1.0393 0.6905
C: 0.2413 -0.6203 -0.2670
H: -1.0556 -2.5762 1.1819

Cartesian forces, eV/Å:
C -0.6552 -0.5989 -0.1078
H 0.7868 0.0499 0.4962
H -0.1022 0.3014 0.3234
H -0.3938 0.2437 -0.0574
H 0.0325 -0.1079 -0.1009
H -0.0418 0.8935 -0.7040
H -0.0795 -0.0536 0.7870
H -0.3907 0.4643 0.0170
C 0.3746 -0.5964 -0.4990
C 0.2328 0.8538 0.0375
H -0.7294 0.1507 0.0549
C -0.2627 0.7529 -1.1953
H 0.0313 0.3267 0.4244
H -0.0725 0.1898 0.2126
H 0.4017 -0.0161 0.3341
C 0.7865 -0.3802 0.3504
H 0.1580 0.2236 0.5203
H -0.1103 -0.6353 0.3800
N -0.5702 0.4992 -1.0868
C 1.3426 -2.0175 1.2926
H 0.0447 -0.2781 -0.4019
H 0.1657 -0.1437 -0.2223
H 0.6286 0.1808 -0.2324
C -1.7466 -0.0308 -0.2672
H 0.1688 -0.2719 -0.3554

Question: spin multiplicity of number 3 (C7H17AlO5PS)?
Answer: 1